1.
DFT (wB97M-V/def2-TZVPD) results for the molecule C16H28N2O6S.

Geometry as XYZ:
```
53
Properties=species:S:1:pos:R:3:mulliken_charge:R:1
C -2.105 -4.657 -0.257 -1.46
H -2.878 -5.271 -0.716 0.37
C -1.976 -3.324 -0.981 0.57
C -3.290 -2.546 -0.950 -0.67
H -4.043 -3.008 -1.592 0.36
H -3.669 -2.480 0.075 0.36
O -3.096 -1.225 -1.456 -0.32
C -2.850 -0.258 -0.571 0.41
O -2.906 -0.400 0.623 -0.63
C -2.507 1.034 -1.279 -0.65
C -2.242 2.163 -0.287 -0.31
C -1.601 3.402 -0.931 -1.03
C -0.273 3.825 -0.288 -1.08
C 0.960 3.187 -0.921 0.04
C 1.196 1.698 -0.676 -0.60
N 0.793 1.255 0.632 0.44
C 0.343 -0.018 0.793 0.29
O 0.080 -0.768 -0.119 -0.63
O 0.202 -0.313 2.092 -0.54
C -0.433 -1.555 2.372 -0.65
H 0.080 -2.371 1.857 0.30
H -0.375 -1.683 3.449 0.33
H -1.473 -1.514 2.044 0.20
H 1.194 1.703 1.443 0.38
H 0.614 1.094 -1.381 0.35
C 2.712 1.455 -0.916 -0.68
N 3.121 0.109 -0.582 -0.06
C 3.248 -0.380 0.681 0.61
O 3.355 0.260 1.697 -0.63
O 3.296 -1.728 0.637 -0.41
C 3.501 -2.369 1.888 -0.65
H 2.810 -1.973 2.635 0.30
H 3.320 -3.427 1.716 0.23
H 4.524 -2.208 2.233 0.28
H 2.911 -0.598 -1.272 0.34
C 3.460 2.524 -0.127 -0.80
H 4.458 2.702 -0.520 0.49
H 3.525 2.267 0.928 0.32
S 2.480 4.048 -0.313 -0.25
H 2.911 1.593 -1.985 0.60
H 0.937 3.358 -2.002 0.51
H -0.151 4.904 -0.404 0.55
H -0.291 3.613 0.781 0.31
H -1.438 3.227 -1.996 0.46
H -2.293 4.241 -0.852 0.41
H -3.185 2.433 0.191 0.70
H -1.596 1.773 0.498 0.07
H -1.620 0.828 -1.881 0.14
H -3.320 1.282 -1.965 0.58
H -1.686 -3.488 -2.020 0.32
H -1.205 -2.710 -0.514 -0.28
H -2.366 -4.502 0.788 0.35
H -1.165 -5.201 -0.299 0.38
```

Summary:
multiplicity	1
structure (SMILES)	CCCOC(=O)CCCC[C@H]1SC[C@@H](NC(=O)OC)[C@H]1NC(=O)OC
net charge	0
energy relative to the best compared isomer or geometry (same formula, charge and spin)	0.349	eV
energy	-43148.963	eV
HOMO energy	-8.59	eV
Kohn-Sham gap	0.3402	Ha

2.
DFT (wB97M-V/def2-TZVPD) results for a structure of composition C18H24N4OReS4.

Geometry as XYZ:
```
52
Properties=species:S:1:pos:R:3:lowdin_spin:R:1
Re -0.251 1.335 -0.029 0.68
C -0.869 4.189 0.556 0.01
C -2.056 3.872 -0.363 0.00
N -1.874 2.547 -1.000 0.00
C -3.113 1.756 -1.085 0.00
C -3.562 1.240 0.278 0.00
S -2.180 0.378 1.150 0.00
C -1.935 1.341 2.695 0.01
C -1.565 2.804 2.466 0.00
N -0.557 2.998 1.385 0.00
H 0.016 4.428 -0.039 0.00
H -1.101 5.056 1.179 0.00
H -2.977 3.848 0.219 0.00
H -2.157 4.662 -1.110 0.00
H -1.533 2.694 -1.950 0.00
H -3.928 2.347 -1.518 0.00
H -2.911 0.904 -1.740 0.00
H -3.926 2.028 0.931 0.00
H -4.357 0.505 0.151 0.00
H -2.842 1.266 3.295 0.00
H -1.135 0.799 3.203 0.00
H -2.464 3.369 2.219 0.00
H -1.188 3.206 3.411 0.00
H 0.343 3.177 1.837 0.00
S 1.407 0.192 1.240 0.04
C 2.751 0.356 0.169 0.05
C 3.788 -0.577 0.367 0.00
N 4.561 -1.405 0.536 0.02
C 2.840 1.324 -0.811 0.03
S 1.577 2.443 -1.152 0.12
C 4.022 1.458 -1.574 0.00
N 4.971 1.592 -2.200 0.00
C 3.126 -5.206 1.195 0.00
C 2.154 -4.298 0.544 0.00
C 2.560 -3.486 -0.516 0.00
C 1.671 -2.642 -1.150 0.00
C 0.346 -2.618 -0.736 0.00
C -0.083 -3.401 0.330 0.00
C 0.819 -4.235 0.962 0.00
S -0.856 -1.548 -1.535 0.00
C -0.630 -2.042 -3.263 0.00
O -0.180 -0.157 -1.505 0.02
H 4.051 -5.257 0.629 0.00
H 2.708 -6.206 1.294 0.00
H 3.361 -4.864 2.203 0.00
H 3.585 -3.517 -0.847 0.00
H 2.012 -2.008 -1.955 0.00
H -1.116 -3.372 0.644 0.00
H 0.487 -4.850 1.783 0.00
H 0.418 -2.198 -3.489 0.00
H -1.042 -1.265 -3.900 0.00
H -1.189 -2.964 -3.401 0.00
```

Summary:
multiplicity	2
net charge	+2
energy relative to the best compared isomer or geometry (same formula, charge and spin)	0.944	eV
energy	-72519.303	eV
HOMO energy (spin up / spin down)	-14.57 / -14.66	eV
Kohn-Sham gap (spin up / spin down)	0.2252 / 0.2243	Ha
expectation value of S²	0.834

3.
DFT (wB97M-V/def2-TZVPD) results for a structure of composition C26H35CrN8S2.

Geometry as XYZ:
```
72
Properties=species:S:1:pos:R:3:lowdin_spin:R:1
Cr -0.908 -0.388 0.089 2.99
C -3.168 0.490 3.771 0.01
C -2.489 -0.103 2.569 0.07
N -2.144 0.624 1.516 0.24
N -2.195 1.999 1.672 0.03
C -2.681 2.673 0.669 0.03
N -2.660 4.060 0.866 0.01
S -3.382 2.112 -0.795 0.03
C -2.205 -1.488 2.518 0.17
C -2.614 -2.428 3.503 0.03
C -2.375 -3.759 3.331 0.09
C -1.717 -4.205 2.150 0.12
C -1.310 -3.252 1.250 0.03
N -1.499 -1.937 1.405 0.17
H -3.325 1.552 3.610 0.00
H -2.562 0.356 4.672 0.00
H -4.134 0.009 3.952 0.00
H -1.926 4.354 1.495 0.00
H -2.695 4.565 -0.004 0.00
H -3.127 -2.073 4.387 0.00
H -2.692 -4.470 4.085 0.00
H -1.523 -5.252 1.963 0.01
H -0.789 -3.543 0.343 0.00
S -4.820 -1.464 -1.971 0.01
C -3.587 -1.299 -3.152 0.00
C -2.397 -1.082 -2.546 0.01
N -2.458 -1.057 -1.177 0.00
C -3.670 -1.237 -0.741 0.01
H -3.798 -1.355 -4.206 0.00
H -1.435 -0.914 -3.007 0.00
H -3.930 -1.207 0.307 0.00
C -0.284 2.105 -3.177 0.00
C 0.913 2.421 -2.277 0.00
C 0.454 3.012 -0.943 0.01
C 1.882 1.259 -2.126 0.01
C 3.197 1.485 -2.502 0.00
C 4.177 0.502 -2.441 0.02
C 3.790 -0.762 -2.019 0.00
C 2.489 -1.061 -1.639 0.01
C 2.214 -2.502 -1.236 0.00
C 2.059 -2.670 0.278 0.01
C 1.064 -3.166 -1.996 0.00
C 1.477 -0.039 -1.654 -0.01
N 0.209 -0.285 -1.290 -0.16
H -0.844 3.019 -3.391 0.00
H -0.967 1.415 -2.687 0.00
H 0.052 1.671 -4.122 0.00
H 1.489 3.205 -2.783 0.00
H -0.175 2.317 -0.392 0.01
H -0.135 3.917 -1.110 0.00
H 1.317 3.276 -0.319 0.00
H 3.461 2.476 -2.861 0.00
H 5.197 0.705 -2.745 0.00
H 4.526 -1.561 -1.992 0.00
H 3.120 -3.052 -1.516 0.00
H 1.191 -2.130 0.652 0.00
H 2.941 -2.285 0.797 0.00
H 1.941 -3.725 0.543 0.00
H 0.108 -2.717 -1.738 0.00
H 1.030 -4.235 -1.764 0.00
H 1.200 -3.056 -3.075 0.00
C 2.563 2.654 2.725 0.00
N 2.717 1.483 1.870 0.01
C 3.794 1.520 0.877 0.00
C 1.617 0.837 1.534 0.02
N 0.654 0.266 1.269 0.00
H 3.483 2.796 3.293 0.00
H 1.737 2.496 3.414 0.00
H 2.364 3.552 2.133 0.00
H 4.746 1.591 1.404 0.00
H 3.677 2.372 0.205 0.00
H 3.771 0.612 0.277 0.00
```

Summary:
multiplicity	5
net charge	-1
energy relative to the best compared isomer or geometry (same formula, charge and spin)	0.000	eV
energy	-89544.016	eV
HOMO energy (spin up / spin down)	-2.14 / -3.94	eV
Kohn-Sham gap (spin up / spin down)	0.1736 / 0.2394	Ha
expectation value of S²	6.143

4.
DFT (wB97M-V/def2-TZVPD) results for the molecule C3H4N2O.

Geometry as XYZ:
```
10
Properties=species:S:1:pos:R:3:mulliken_charge:R:1
N -0.517 2.100 0.268 -0.55
C 0.339 1.189 0.132 0.08
O 0.167 0.248 -0.855 -0.34
C -0.479 -0.937 -0.442 -0.34
C 0.501 -2.008 -0.157 0.29
N 1.282 -2.821 0.096 -0.37
H -0.229 2.738 1.008 0.26
H 1.259 1.069 0.721 0.40
H -1.154 -1.267 -1.238 0.26
H -1.087 -0.775 0.456 0.30
```

Summary:
multiplicity	1
structure (SMILES)	[H]/N=C/OCC#N
net charge	0
energy relative to the best compared isomer or geometry (same formula, charge and spin)	1.926	eV
energy	-8201.959	eV
HOMO energy	-11.22	eV
Kohn-Sham gap	0.4398	Ha

5.
DFT (wB97M-V/def2-TZVPD) results for a cluster of 2 separate species, C2H6NO2 in total.

Geometry as XYZ:
```
11
Properties=species:S:1:pos:R:3:mulliken_charge:R:1
C 0.294 -0.048 -2.041 -0.48
O 0.547 -0.964 -1.006 -0.61
H -0.167 -0.609 -2.870 0.16
H -0.287 0.791 -1.660 0.23
H 1.260 0.261 -2.490 0.15
C -0.213 0.026 2.315 -0.16
N -0.355 0.376 1.051 -0.54
O 0.695 -0.677 2.791 -0.68
H -0.976 0.343 3.065 0.30
H 0.298 -0.559 -0.101 0.53
H -1.097 1.060 0.945 0.11
```

Summary:
multiplicity	1
net charge	-1
energy relative to the best compared isomer or geometry (same formula, charge and spin)	1.362	eV
energy	-7756.905	eV
HOMO energy	-3.84	eV
Kohn-Sham gap	0.3006	Ha

6.
DFT (wB97M-V/def2-TZVPD) results for the molecule C8H19BN2O3.

Geometry as XYZ:
```
33
Properties=species:S:1:pos:R:3:mulliken_charge:R:1
O -0.728 1.315 0.675 -0.68
O 1.393 0.091 -3.092 -0.56
O 2.325 -1.895 -2.114 -0.63
B 1.382 -0.835 -2.082 0.62
C 0.498 1.229 0.889 0.39
N 0.457 3.572 1.240 -0.82
N 1.197 0.182 0.298 -0.06
C -2.732 -1.463 -1.607 -1.18
C -2.406 -1.130 -0.113 -0.29
C -1.230 -1.893 0.541 -0.72
C 1.035 2.060 3.136 -1.52
C 0.010 -1.870 -0.341 -0.80
C 1.163 2.388 1.623 0.38
C 0.566 -0.545 -0.768 -0.16
H 2.178 -0.075 -3.631 0.27
H 3.159 -1.885 -2.664 0.30
H -0.558 3.223 1.143 0.29
H 0.673 3.871 0.315 0.32
H 2.234 0.173 0.186 0.32
H -3.596 -0.805 -1.913 0.37
H -2.970 -2.444 -1.724 0.36
H -1.850 -1.183 -2.233 0.19
H -2.291 -0.063 -0.030 0.07
H -3.302 -1.234 0.515 0.48
H -0.944 -1.671 1.606 0.29
H -1.531 -2.960 0.639 0.42
H 1.655 1.270 3.409 0.41
H 1.298 2.901 3.841 0.36
H 0.048 1.844 3.455 0.32
H -0.060 -2.440 -1.340 0.38
H 0.852 -2.453 0.065 0.30
H 2.197 2.564 1.235 0.34
H -0.120 0.157 -1.160 0.24
```

Summary:
multiplicity	1
structure (SMILES)	CCCC[C@@H](NC(=O)[C@H](C)N)B(O)O
net charge	0
energy relative to the best compared isomer or geometry (same formula, charge and spin)	1.570	eV
energy	-18405.050	eV
HOMO energy	-9.21	eV
Kohn-Sham gap	0.3366	Ha